(1)
12
Properties=species:S:1:pos:R:3:lowdin_charge:R:1 method="wB97M-V/def2-TZVPD" homo_energy_ev="-8.78 / -8.78" gap_ev="8.92 / 8.92" total_energy_ha=-409.73245 relative_energy_kcal_mol=94.4 lumo_ev="0.14 / 0.14"
C 1.3827 0.3468 0.0547 -0.146
C -2.4598 1.0649 -0.8729 0.015
C 2.1851 -1.9198 0.5879 0.028
C -1.5848 1.0536 0.1029 -0.191
N 1.8717 -0.7811 0.1450 0.003
F 1.9955 1.1449 -0.8365 -0.006
F -1.1322 -0.0978 0.8670 -0.123
H -2.7838 1.9691 -1.1909 0.017
H -2.7656 0.0230 -1.2442 0.105
H 2.9733 -1.9824 1.3415 0.088
H 1.5246 -2.7492 0.3266 0.088
H -1.2067 1.9278 0.7188 0.124

=====

(2)
25
Properties=species:S:1:pos:R:3:lowdin_charge:R:1 method="wB97M-V/def2-TZVPD" homo_energy_ev=-8.78 gap_ev=9.42 total_energy_ha=-443.04349 relative_energy_kcal_mol=21.2 smiles=CCCNC.O.O.O lumo_ev=0.64
C -2.3132 -0.1711 0.7992 -0.116
C -1.6865 0.7268 1.8588 -0.244
C -0.1842 0.6187 2.0329 -0.236
N 0.5456 0.4478 0.7453 -0.148
C 1.7483 -0.3985 0.8449 -0.132
H -1.8865 -1.1769 0.8020 0.070
H -3.3948 -0.3015 0.8916 0.073
H -2.1747 0.2515 -0.1973 0.068
H -1.9321 1.7534 1.5709 0.103
H -2.1427 0.5300 2.8305 0.103
H 0.3262 1.5025 2.4265 0.110
H 0.1311 -0.1976 2.6925 0.104
H -0.0077 0.0911 -0.0192 0.050
H 2.4143 0.0929 1.5476 0.077
H 1.5248 -1.4529 1.0605 0.081
H 2.1915 -0.3830 -0.1537 0.046
H -0.3349 2.8213 -1.8617 0.048
H 0.6165 2.2298 -0.8262 0.055
O 0.5302 2.4251 -1.7957 -0.061
H 2.1139 -0.3224 -2.5381 0.053
H 1.1492 0.8191 -1.9957 -0.012
O 1.4278 -0.1020 -1.9126 -0.073
H -0.1608 -2.4031 -1.2631 -0.012
H -0.8628 -3.6745 -0.9095 0.046
O -0.3587 -3.2521 -1.6334 -0.055

=====

(3)
28
Properties=species:S:1:pos:R:3:lowdin_charge:R:1 method="wB97M-V/def2-TZVPD" homo_energy_ev=-3.36 gap_ev=6.66 total_energy_ha=-1013.64596 relative_energy_kcal_mol=47.0 total_charge=-1 lumo_ev=3.31
C -0.7975 0.7250 -3.5856 -0.126
C -1.6129 1.6412 -2.8449 -0.140
C 0.3887 0.3074 -2.9392 -0.110
C -1.2339 2.2704 -1.6822 -0.153
C 0.7431 0.9415 -1.7420 -0.162
C 0.0198 1.9542 -1.1367 -0.719
C 1.7488 0.9506 1.4921 -0.610
C -0.6620 -0.1413 1.2113 -0.034
C 0.6300 0.0494 1.8119 -0.306
C 0.0721 -1.3228 1.7613 -0.411
C -0.2685 -1.8525 3.1452 -0.020
C 0.4948 -2.3669 0.7516 -0.017
O 1.1963 0.9859 2.7261 0.104
O 2.8360 0.9934 1.0092 0.023
S 0.6863 2.8286 0.2327 0.620
H -1.1626 0.4024 -4.6429 0.104
H -2.5724 1.9493 -3.3642 0.098
H 1.0067 -0.4662 -3.2777 0.067
H -1.8285 2.9371 -1.1297 0.069
H 1.7828 0.8301 -1.4843 0.094
H -1.6146 0.1011 1.6625 0.121
H -0.6891 0.0030 0.1525 0.087
H 0.6145 -2.1505 3.6864 0.082
H -0.8979 -2.6841 2.9843 0.065
H -0.7173 -1.1468 3.7619 0.061
H 1.0316 -1.8325 0.0492 0.052
H -0.2831 -2.8900 0.1047 0.113
H 1.0886 -3.0169 1.2864 0.047

=====

(4)
52
Properties=species:S:1:pos:R:3:mulliken_spin:R:1 method="wB97M-V/def2-TZVPD" homo_energy_ev="-3.66 / -3.69" multiplicity=4 gap_ev="2.68 / 3.92" total_energy_ha=-2842.89144 total_charge=-1 lumo_ev="-0.98 / 0.23"
Ti -1.3468 -0.5410 -1.9331 2.964
C -3.4462 -5.5334 1.9959 0.000
C -4.5143 -5.0812 0.8693 0.002
O -5.3442 -5.8416 0.3396 -0.001
O -4.7104 -3.8317 0.6688 -0.002
H -3.8857 -6.2411 2.6988 0.000
H -3.0931 -4.6881 2.5867 0.000
H -2.5837 -5.9762 1.4979 0.000
C -6.9635 4.5291 -2.4876 0.000
F -8.1537 4.5390 -3.1297 0.000
F -6.3524 5.6957 -2.7322 0.000
F -7.1270 4.3926 -1.1313 0.000
S -5.9996 2.8870 -3.2177 0.007
O -6.7241 1.7108 -2.6884 0.000
O -5.9499 3.0416 -4.6885 -0.001
O -4.6747 2.9689 -2.5805 0.006
C -2.5327 2.5938 3.7587 0.000
C -1.1774 2.8756 3.2027 0.004
O -0.5926 2.0064 2.4987 0.003
N -0.6659 4.0029 3.6262 0.000
C 0.7080 4.5104 3.3899 0.000
H -2.4331 1.6682 4.3257 0.000
H -3.1357 2.4270 2.8661 0.000
H -3.0630 3.3580 4.3269 0.000
H -1.2618 4.6394 4.1361 0.000
H 1.3257 4.5280 4.2878 0.000
H 0.7155 5.4008 2.7611 0.000
H 1.3268 3.7256 2.9550 0.000
C 1.8443 -6.7998 -0.8856 0.000
C 2.2213 -5.4017 -0.3161 0.006
O 1.8341 -4.3923 -0.8826 0.009
N 2.9179 -5.5039 0.8277 0.000
C 3.1427 -4.5128 1.8072 0.000
H 2.0576 -6.7779 -1.9543 0.000
H 0.7698 -6.9687 -0.9572 0.000
H 2.3010 -7.5230 -0.2100 0.000
H 3.0419 -6.4218 1.2304 0.000
H 3.9177 -4.9707 2.4219 0.000
H 2.3018 -4.3499 2.4812 0.000
H 3.4435 -3.5322 1.4384 0.000
O 3.2053 1.5220 -4.0044 0.004
C 4.0683 2.1940 -3.4707 0.001
O 4.7281 3.1987 -4.0686 0.000
C 5.7253 3.8184 -3.2959 0.000
C 6.0462 2.7170 -2.2940 0.000
C 4.5873 2.1704 -2.0631 0.000
H 5.1875 4.6610 -2.8613 0.000
H 6.6236 4.1343 -3.8264 0.000
H 6.4867 3.0547 -1.3559 0.000
H 6.7776 2.0806 -2.7922 0.000
H 3.8919 2.7094 -1.4198 0.000
H 4.5341 1.1274 -1.7511 0.000